Molecular formula: C30H41AsN10O2Ru
Method: DFT, the ωB97M-V functional and the def2-TZVPD basis

Geometry as XYZ:
```
85
Properties=species:S:1:pos:R:3:forces:R:3
Ru 0.337 0.087 0.274 -0.5 1.4 1.8
C -3.628 1.918 -1.804 0.0 0.0 0.0
N -3.762 1.466 -0.417 0.0 0.0 0.0
C -5.088 1.573 0.200 0.0 0.0 0.0
C -2.707 0.919 0.206 -0.2 -0.1 -0.1
N -1.492 0.964 -0.242 1.1 0.3 -0.6
N -2.984 0.265 1.389 -0.2 0.0 -0.1
C -2.084 -0.409 2.170 0.2 -0.3 -0.1
N -2.620 -1.045 3.224 0.0 0.0 0.2
N -0.819 -0.431 1.893 0.5 0.0 -0.2
H -4.610 1.907 -2.268 0.0 0.0 0.0
H -2.994 1.237 -2.368 0.0 0.0 0.0
H -3.232 2.935 -1.865 0.0 0.0 0.0
H -5.635 2.367 -0.298 0.0 0.0 0.0
H -5.016 1.854 1.251 0.0 0.0 0.0
H -5.662 0.650 0.095 0.0 0.0 0.0
H -1.415 1.499 -1.095 -0.2 -0.1 -0.1
H -3.958 0.122 1.604 0.0 0.0 0.0
H -3.602 -1.016 3.442 0.0 0.1 0.0
H -2.035 -1.576 3.847 0.0 -0.1 -0.1
H -0.282 -0.977 2.558 0.0 -0.1 0.0
N 4.898 -1.158 1.750 0.0 0.1 -0.1
C 4.576 -0.082 0.751 0.0 0.1 -0.1
C 3.055 0.023 0.664 -0.1 -0.2 0.0
O 2.390 -0.619 1.521 -0.4 0.1 -0.4
O 2.556 0.727 -0.227 0.2 0.1 -0.3
H 5.253 -2.005 1.306 0.0 0.0 0.0
H 3.976 -1.368 2.187 0.0 -0.1 0.1
H 5.576 -0.872 2.456 0.0 0.0 0.0
H 4.986 -0.319 -0.226 0.0 -0.1 0.0
H 4.996 0.866 1.080 0.1 0.0 0.1
C -1.629 -5.295 -4.706 0.0 0.0 0.0
C -2.637 -4.947 -3.817 0.0 0.1 0.0
C -2.496 -3.821 -3.020 0.1 0.0 -0.1
C -1.332 -3.063 -3.092 0.1 0.0 -0.1
C -0.327 -3.401 -3.990 0.0 -0.1 0.0
C -0.479 -4.526 -4.793 0.0 0.1 0.0
As -1.210 -1.587 -1.824 -0.4 -0.3 -0.3
C 0.707 -1.198 -1.995 -0.2 -0.2 0.0
C 1.302 -0.387 -2.964 0.0 0.0 0.1
C 2.661 -0.494 -3.211 0.0 0.0 0.0
C 3.416 -1.435 -2.513 0.0 0.0 0.0
C 2.845 -2.219 -1.520 0.1 0.1 0.0
C 1.489 -2.090 -1.237 -0.1 0.0 0.0
C 0.724 -2.866 -0.233 0.0 -0.3 0.0
C 1.265 -3.744 0.704 0.0 0.1 0.0
C 0.428 -4.452 1.549 -0.1 0.0 0.0
C -0.956 -4.298 1.458 0.1 0.0 0.1
C -1.502 -3.435 0.521 0.0 0.1 -0.1
C -0.664 -2.718 -0.326 -0.1 -0.1 0.1
H -1.751 -6.157 -5.349 0.0 0.0 0.0
H -3.535 -5.548 -3.750 0.0 0.0 0.0
H -3.300 -3.533 -2.349 0.0 -0.1 0.0
H 0.570 -2.801 -4.079 0.0 0.0 0.0
H 0.308 -4.801 -5.483 0.0 0.0 0.0
H 0.695 0.283 -3.562 0.0 0.0 0.0
H 3.126 0.116 -3.973 0.0 0.0 0.0
H 4.460 -1.571 -2.771 0.0 0.0 0.0
H 3.441 -2.971 -1.014 0.0 0.0 0.0
H 2.337 -3.898 0.757 0.0 0.0 0.0
H 0.843 -5.148 2.265 0.0 0.0 0.0
H -1.604 -4.876 2.105 0.0 0.0 0.0
H -2.579 -3.345 0.430 0.0 0.0 0.0
C -0.362 3.824 0.526 -0.1 0.0 -0.2
N 0.608 2.807 0.973 0.0 -0.2 0.7
C 0.416 2.594 2.435 0.0 0.1 0.0
N 0.536 3.827 3.204 -0.1 -0.1 0.1
C -0.445 4.795 2.724 0.0 0.1 0.0
N -0.218 5.063 1.294 0.4 -0.5 0.2
C 1.080 5.703 1.077 0.2 0.4 -0.2
N 2.001 4.674 1.567 -0.6 -0.3 0.1
C 1.933 3.426 0.792 0.2 0.0 -0.2
C 1.857 4.415 3.012 0.1 0.1 -0.1
H -1.368 3.437 0.673 0.0 0.0 0.0
H -0.201 4.036 -0.531 0.0 0.0 0.0
H 1.159 1.875 2.780 0.0 0.0 0.0
H -0.575 2.174 2.593 0.0 0.0 0.0
H -0.376 5.722 3.290 0.0 0.0 0.0
H -1.444 4.378 2.845 0.0 0.1 0.0
H 1.172 6.616 1.660 0.0 0.0 0.1
H 1.250 5.916 0.024 0.0 -0.1 0.0
H 2.702 2.744 1.144 0.0 0.0 0.0
H 2.103 3.638 -0.262 0.0 0.0 0.0
H 1.953 5.346 3.566 0.0 0.0 0.0
H 2.627 3.717 3.336 0.0 0.0 -0.1
```
Forces are in eV/Å.

total charge	+3
expectation value of S²	0.76
2S+1	2
Kohn-Sham gap (alpha / beta)	6.303 / 3.391	eV
relative energy (zero: lowest compared OMol25 entry of this formula, charge and spin)	78.79	kJ/mol
highest occupied orbital energy (alpha / beta)	-14.656 / -14.656	eV

Mulliken population analysis, charges in e, atoms 1 to 8: number 1, Ru, carries 0.398; number 2, C, carries -1.126; number 3, N, carries 0.247; number 4, C, carries -1.258; number 5, C, carries -0.436; number 6, N, carries 1.098; number 7, N, carries 0.057; number 8, C, carries 0.119